No. 1
50
Properties=species:S:1:pos:R:3:lowdin_spin:R:1 method="wB97M-V/def2-TZVPD" homo_lumo_gap_ha="0.148 / 0.226" charge=-2 multiplicity=2 e_tot_ha=-3313.01776
Pd 1.40062 -0.37834 0.72991 0.007
Cl 2.45431 -6.02421 3.34478 0.000
C 2.59422 -4.82264 2.09481 0.000
C 1.45145 -4.21436 1.59670 0.000
C 1.60405 -3.25475 0.62819 0.000
Cl 0.21654 -2.49712 -0.07208 0.003
C 2.86448 -2.78066 0.11589 0.000
O 2.93908 -1.81036 -0.68052 0.000
C 3.96166 -3.54097 0.61838 0.000
Cl 5.54601 -3.20212 0.00174 0.000
C 3.84518 -4.50485 1.59698 0.000
H 0.46664 -4.45352 1.96609 0.000
H 4.72617 -4.99337 1.98213 0.000
I 3.41442 0.17390 2.31584 0.001
C 0.16313 0.10546 2.10032 0.000
C 0.07869 1.37947 2.67929 0.001
C -0.88549 1.59075 3.63739 0.001
C -1.74537 0.55164 3.99011 0.001
C -1.59170 -0.66214 3.34878 0.000
N -0.64169 -0.87731 2.45294 0.001
H 0.75645 2.16498 2.37438 0.000
H -0.96510 2.55697 4.12319 0.000
H -2.50834 0.69034 4.74459 0.000
H -2.24888 -1.50192 3.56642 0.000
O 1.33298 1.94069 -0.35369 0.001
S 0.11163 2.33336 -1.06365 0.010
C 0.69746 3.97956 -1.84623 0.005
C 1.63024 3.55532 -2.94983 0.001
C 0.84455 2.52123 -3.75160 0.001
C 0.23328 1.55525 -2.74864 0.001
H 1.17095 4.57810 -1.07366 0.000
H -0.18785 4.48861 -2.23086 0.000
H 2.50814 3.08721 -2.50176 0.000
H 1.96719 4.38414 -3.58281 0.000
H 1.48940 2.00067 -4.46738 0.000
H 0.05439 3.03288 -4.31527 0.000
H 0.85660 0.68160 -2.56592 0.000
H -0.76623 1.22891 -3.02812 0.001
O -0.72716 0.44066 -0.47904 0.066
N -2.01538 0.24056 -0.72898 0.262
C -2.96447 1.18456 -0.36241 0.101
C -4.26938 1.03755 -0.71074 0.068
C -4.71334 -0.08517 -1.43966 0.257
C -3.73442 -1.05699 -1.75511 0.067
C -2.43418 -0.88170 -1.41868 0.101
H -2.57500 2.01961 0.19661 0.008
H -4.97861 1.79735 -0.40936 0.000
H -5.73790 -0.20054 -1.75219 0.023
H -4.02547 -1.95944 -2.27529 0.000
H -1.66394 -1.59887 -1.64199 0.010

=====

No. 2
7
Properties=species:S:1:pos:R:3:lowdin_charge:R:1 method="wB97M-V/def2-TZVPD" homo_lumo_gap_ha="0.310 / 0.375" e_above_lowest_kcal_mol=181.3 e_tot_ha=-261.87494
C -0.15615 0.86941 1.03396 -0.195
C 0.03727 0.33977 -0.20214 -0.373
N -0.34251 1.27910 2.10070 0.175
N -0.56341 -0.00395 -1.38432 0.131
O 0.82572 0.46303 -1.27181 0.053
H 0.78471 -1.94338 1.32085 0.091
H -0.58562 -1.00397 -1.59724 0.118

=====

No. 3
14
Properties=species:S:1:pos:R:3:lowdin_charge:R:1 method="wB97M-V/def2-TZVPD" homo_lumo_gap_ha=0.333 e_above_lowest_kcal_mol=35.7 charge=+1 e_tot_ha=-583.96290
C 0.62937 1.27933 -1.29915 0.064
C 0.83070 0.46239 -0.07353 -0.279
O 2.03013 0.38125 0.48633 0.192
N -0.16804 -0.17719 0.43009 0.021
C -1.46698 -0.62565 0.15086 -0.124
C -0.76659 -1.17462 1.36179 -0.579
I -0.47105 -3.28824 1.69192 0.874
H 0.58747 0.61844 -2.12033 0.105
H -0.29558 1.83366 -1.14840 0.116
H 1.25715 2.10690 -1.44490 0.090
H 2.75775 0.92969 0.15994 0.161
H -1.69614 -1.38050 -0.77467 0.186
H -2.39299 -0.00554 0.19087 0.140
H -0.83518 -0.95994 2.38916 0.033

=====

No. 4
131
Properties=species:S:1:pos:R:3:lowdin_spin:R:1 method="wB97M-V/def2-TZVPD" homo_lumo_gap_ha="0.081 / 0.235" e_above_lowest_kcal_mol=0.0 charge=-1 multiplicity=2 e_tot_ha=-5769.95973
Tl 16.07997 14.26635 11.69119 0.002
C 19.10441 17.06167 7.62787 0.000
C 17.71594 16.75020 7.70446 0.000
N 17.55153 15.47427 8.11434 0.000
N 18.82366 14.95066 8.32430 0.000
C 19.77052 15.88404 7.96518 0.000
B 20.17579 13.41932 10.09272 0.000
N 19.89207 12.01574 10.68732 0.000
C 19.85734 10.85313 9.93346 0.000
C 18.96698 10.00247 10.53250 0.000
C 18.46339 10.67773 11.65569 0.000
N 19.01985 11.87704 11.74233 0.000
N 20.13380 14.42427 11.26081 0.000
C 20.83063 14.55791 12.44288 0.000
C 20.13292 15.36597 13.28316 0.000
C 18.95247 15.67734 12.59044 0.000
N 18.96885 15.11915 11.37365 0.000
N 21.56290 13.43922 9.47059 0.000
C 22.76851 13.83140 9.98389 0.000
C 23.79264 13.27840 9.24470 0.000
C 23.12002 12.57923 8.21172 0.000
N 21.78550 12.64385 8.36208 0.000
H 19.52284 18.01755 7.35680 0.000
H 16.82308 17.36402 7.49978 0.000
H 20.84672 15.67948 8.05637 0.000
H 20.41582 10.71922 9.02521 0.000
H 18.75625 8.96930 10.23273 0.000
H 17.76902 10.29360 12.38678 0.000
H 21.65235 13.91967 12.67604 0.000
H 20.40537 15.74073 14.23833 0.000
H 18.18085 16.32993 12.93804 0.000
H 22.79077 14.48829 10.82659 0.000
H 24.87444 13.29051 9.42718 0.000
H 23.50247 12.01813 7.35735 0.000
O 11.90033 14.36315 10.27126 0.001
H 12.51216 14.71269 9.62090 0.000
H 11.45559 13.58048 9.82021 0.000
O 14.78480 15.40203 14.63682 0.000
H 14.93943 14.99495 15.50060 0.000
H 14.61553 16.30967 14.89610 0.000
O 13.51176 14.01859 12.56976 0.000
H 13.51363 14.63059 13.34521 0.000
H 12.75602 14.25689 11.95709 0.000
O 14.84269 14.34383 9.41881 -0.001
H 14.50048 13.49931 9.02264 0.000
H 15.59328 14.67274 8.91388 0.000
C 19.04791 13.63339 8.87541 0.000
H 18.09698 13.27204 9.33146 0.000
H 19.47314 12.97383 8.12640 0.000
C 12.59213 18.77790 11.11294 0.000
C 11.31304 18.10166 10.61535 0.000
As 9.54575 19.02343 10.93105 0.000
C 10.02823 19.92380 12.64139 0.000
C 9.43396 19.39115 13.77607 0.000
C 9.74445 19.89755 15.05431 0.000
C 10.61772 20.98656 15.16434 0.000
C 11.17073 21.56013 13.98585 0.000
C 10.91650 21.01063 12.74009 0.000
C 9.82835 20.49471 9.72143 0.000
C 9.38667 21.78276 10.07857 0.000
C 9.73019 22.88343 9.31747 0.000
C 10.49013 22.78108 8.11304 0.000
C 10.87655 21.47350 7.75094 0.000
C 10.54069 20.36047 8.52509 0.000
P 14.13230 17.76822 10.59602 0.000
C 15.39281 18.54508 11.63794 0.000
C 15.11122 18.72972 13.02053 0.000
C 15.93755 19.46426 13.78451 0.000
C 17.20489 19.90615 13.27370 0.000
C 17.54218 19.61784 11.97188 0.000
C 16.66660 18.90391 11.18839 0.000
C 14.48662 18.54566 8.96034 0.000
C 14.33751 17.87661 7.71346 0.000
C 14.63613 18.54301 6.53802 0.000
C 15.03102 19.88262 6.54743 0.000
C 15.09977 20.57442 7.76856 0.000
C 14.75285 19.89200 8.97272 0.000
H 12.56963 18.73647 12.25049 0.000
H 12.63048 19.83092 10.84853 0.000
H 11.21358 17.12722 11.14222 0.000
H 11.49030 17.90158 9.53965 0.000
H 8.65672 18.61178 13.70987 0.000
H 9.34348 19.46352 15.97086 0.000
H 10.85880 21.41825 16.13669 0.000
H 11.80718 22.43822 14.05431 0.000
H 11.37094 21.37464 11.83566 0.000
H 8.74398 21.92980 10.99170 0.000
H 9.37348 23.86766 9.60944 0.000
H 10.73880 23.62733 7.48909 0.000
H 11.47290 21.30288 6.86372 0.000
H 10.67796 19.35315 8.11117 0.000
H 14.17959 18.30628 13.40401 0.000
H 15.61057 19.63788 14.82648 0.000
H 17.84970 20.48977 13.90408 0.000
H 18.49976 19.88976 11.59599 0.000
H 16.90026 18.59312 10.16702 0.000
H 14.03954 16.81435 7.65086 0.000
H 14.55237 18.03824 5.58657 0.000
H 15.36401 20.33175 5.60475 0.000
H 15.36294 21.65942 7.77280 0.000
H 14.70787 20.45362 9.91068 0.000
C 8.86771 13.27128 8.09286 0.000
C 9.33881 12.03460 8.80274 0.000
C 9.56732 10.81439 8.09622 0.008
C 10.05835 9.70862 8.73546 0.012
C 10.28468 9.73389 10.09939 0.006
N 10.68284 8.54540 10.81212 0.001
C 11.67890 8.53394 11.76467 0.003
O 11.55938 8.03632 12.88870 0.003
N 12.76555 9.30504 11.40918 0.006
C 13.13276 9.71303 10.12866 0.067
C 13.25414 8.81140 9.04200 0.267
C 13.67545 9.32980 7.80919 0.090
C 13.93096 10.69318 7.70079 0.102
N 13.81710 11.57138 8.73206 0.268
C 13.43990 11.06616 9.94092 0.108
C 10.00544 10.86049 10.82534 0.000
C 9.55686 12.00797 10.19274 0.007
H 8.29885 13.03388 7.16108 0.000
H 9.72511 13.93578 7.80615 0.000
H 8.20097 13.89805 8.70998 0.000
H 9.34522 10.74696 7.01475 0.002
H 10.36461 8.86071 8.10986 0.002
H 9.92417 7.93104 11.08225 0.000
H 13.44714 9.32865 12.17122 0.002
H 12.91801 7.82292 9.25757 0.025
H 13.92167 8.70530 6.94230 0.004
H 14.33782 11.12278 6.80963 0.006
H 13.47553 11.72869 10.80598 0.007
H 10.01444 10.83927 11.91173 0.000
H 9.26641 12.89686 10.78058 0.001

=====

No. 5
37
Properties=species:S:1:pos:R:3:lowdin_charge:R:1 method="wB97M-V/def2-TZVPD" homo_lumo_gap_ha="0.206 / 0.206" charge=+1 e_tot_ha=-3617.85672
Pd -0.07163 0.01160 -0.06005 1.050
Br 2.37493 4.91752 4.89738 0.761
C 1.41218 3.72122 3.79263 -0.683
C 0.04790 3.49984 4.02299 -0.093
C -0.64613 2.67618 3.18160 0.003
C -0.03714 2.01815 2.06926 -0.334
O -0.77441 1.25864 1.35383 -0.142
C 1.38367 2.24943 1.85971 -0.132
C 2.16065 1.65249 0.81021 -0.034
N 1.68065 1.14544 -0.28446 0.017
C 2.45756 0.61772 -1.29730 -0.201
C 3.72522 1.07575 -1.62156 0.014
C 4.44337 0.49886 -2.67056 -0.041
C 3.91439 -0.53328 -3.40283 -0.006
C 2.62546 -1.02658 -3.12012 -0.135
C 2.02485 -2.09495 -3.82143 0.033
C 0.75428 -2.49570 -3.49464 -0.018
C 0.06905 -1.83029 -2.47177 -0.075
N 0.61738 -0.85091 -1.77690 -0.037
C 1.87876 -0.43630 -2.06774 -0.143
C 2.05922 3.09953 2.73966 -0.090
H -0.44779 3.98731 4.84842 0.113
H -1.70459 2.50353 3.32411 0.124
H 3.23912 1.63887 0.97464 0.148
H 4.15259 1.90389 -1.07835 0.120
H 5.43027 0.87291 -2.89472 0.120
H 4.47266 -0.97499 -4.21197 0.124
H 2.57403 -2.59313 -4.60438 0.131
H 0.26480 -3.30399 -4.01359 0.119
H -0.95518 -2.09234 -2.22190 0.129
H 3.10042 3.31816 2.55690 0.110
C 1.78297 -2.50126 1.99434 -0.117
O 0.84970 -1.44985 1.75468 -0.186
H 1.27306 -3.41451 2.30949 0.088
H 2.49861 -2.20695 2.76709 0.089
H 2.31532 -2.68780 1.06245 0.081
H 0.33406 -1.32956 2.56363 0.093

=====

No. 6
75
Properties=species:S:1:pos:R:3:lowdin_charge:R:1 method="wB97M-V/def2-TZVPD" homo_lumo_gap_ha=0.358 smiles="CCCCCCCCCCCB(CC=O)[C@H](F)CC.Fc1ccccc1.Fc1ccccc1" e_tot_ha=-1491.74963
C 2.89023 7.24298 -0.64496 -0.115
C 1.85555 6.09930 -0.71684 -0.254
C 1.19622 5.84163 0.64805 -0.210
C -0.31262 6.14243 0.72692 -0.196
C -1.18005 5.55013 -0.38908 -0.207
C -1.67029 4.10318 -0.14449 -0.182
C -0.77517 3.07691 -0.90981 -0.184
C 0.25694 2.40642 0.02605 -0.190
C 0.70275 1.04667 -0.55765 -0.205
C 0.89512 -0.02083 0.54078 -0.206
C 1.69464 -1.21613 -0.02646 -0.115
B 2.70734 -1.90736 0.98477 -0.220
C 4.03003 -2.52916 0.37008 -0.051
C 4.56864 -3.75103 1.07079 -0.311
O 5.57820 -3.71126 1.67059 0.072
C 2.33309 -1.90917 2.51289 -0.253
F 3.36153 -2.31489 3.37280 -0.022
C 1.12430 -2.85403 2.72375 -0.175
C 0.39069 -2.50112 4.03727 -0.075
H 2.39485 8.13639 -0.26886 0.072
H 3.76352 6.96617 -0.06715 0.070
H 3.17824 7.46038 -1.67051 0.064
H 1.16062 6.36644 -1.50375 0.091
H 2.43279 5.21180 -0.96578 0.097
H 1.37354 4.84245 1.02793 0.084
H 1.68101 6.51107 1.35931 0.100
H -0.66361 5.68780 1.65406 0.102
H -0.47966 7.20678 0.86345 0.102
H -0.72565 5.58445 -1.37437 0.085
H -2.07107 6.17466 -0.44876 0.101
H -1.78985 3.84695 0.90458 0.103
H -2.66040 4.03151 -0.59080 0.091
H -1.39255 2.29442 -1.34747 0.080
H -0.27661 3.57501 -1.73587 0.105
H 1.13801 3.03708 0.00823 0.085
H -0.14924 2.31763 1.02834 0.109
H 0.01214 0.66385 -1.30749 0.108
H 1.66718 1.19335 -1.03720 0.105
H 1.42418 0.48976 1.33758 0.102
H -0.09665 -0.33250 0.85907 0.116
H 2.31654 -0.82764 -0.83709 0.100
H 1.05301 -1.95929 -0.49770 0.105
H 3.80193 -2.82360 -0.66179 0.112
H 4.82179 -1.78896 0.28604 0.126
H 4.01156 -4.70893 1.06719 0.128
H 2.00332 -0.93657 2.87058 0.125
H 0.45350 -2.75697 1.88273 0.090
H 1.54320 -3.85057 2.83462 0.103
H 0.79227 -1.60397 4.49986 0.072
H -0.66644 -2.32870 3.85067 0.068
H 0.45522 -3.31138 4.75487 0.068
F 0.53561 -4.30680 0.08668 0.048
C -0.21944 -5.41993 0.20083 -0.277
C -1.18228 -5.67582 -0.75400 -0.017
C -1.95515 -6.82181 -0.63795 -0.082
C -1.76204 -7.68666 0.43079 -0.094
C -0.79108 -7.40885 1.38293 -0.077
C -0.00815 -6.26946 1.26749 -0.014
H -1.32136 -4.98467 -1.57548 0.115
H -2.70920 -7.03980 -1.38260 0.105
H -2.36912 -8.57797 0.52066 0.102
H -0.64224 -8.08026 2.21809 0.107
H 0.75923 -6.03965 1.99493 0.111
F -3.95460 1.55625 -1.14536 0.055
C -3.99865 0.57577 -2.06664 -0.292
C -3.86915 -0.73626 -1.65641 -0.018
C -3.91789 -1.74567 -2.60667 -0.085
C -4.08496 -1.43158 -3.94875 -0.098
C -4.20872 -0.10591 -4.34170 -0.083
C -4.17053 0.90785 -3.39542 -0.016
H -3.73222 -0.95923 -0.60612 0.117
H -3.82515 -2.77904 -2.29878 0.100
H -4.11885 -2.22105 -4.68831 0.101
H -4.33504 0.14019 -5.38771 0.105
H -4.27284 1.94682 -3.68046 0.118

=====

No. 7
68
Properties=species:S:1:pos:R:3:lowdin_charge:R:1 method="wB97M-V/def2-TZVPD" homo_lumo_gap_ha=0.352 smiles=BrCCBr.BrCCBr.BrCCBr.BrCCBr.CO.CO.CO.CO.CO.CO e_tot_ha=-21600.85093
Br 3.16990 -3.30222 1.57653 0.579
C 3.76265 -1.44963 1.93203 -0.696
C 4.82600 -0.96440 0.94186 -0.692
Br 5.02239 0.94550 1.10133 0.624
H 4.02307 -1.27714 2.97631 0.063
H 2.83214 -0.89168 1.82744 -0.037
H 4.77184 -1.14557 -0.13161 0.050
H 5.79491 -1.36638 1.23805 0.050
Br -1.48268 -0.56010 7.80745 0.589
C -0.05092 -0.29201 6.46630 -0.675
C -0.53251 -0.64805 5.06915 -0.670
Br 0.75848 -0.07500 3.69478 0.675
H 0.79366 -0.89195 6.80521 0.054
H 0.23278 0.75898 6.52127 0.047
H -1.48078 -0.16755 4.82828 0.047
H -0.79572 -1.70539 5.03972 0.053
Br 0.94691 6.93387 0.58478 0.613
C 1.76371 5.17381 0.30674 -0.646
C 0.84466 4.18865 1.07593 -0.639
Br 1.59937 2.34774 1.25764 0.602
H 2.76243 5.25299 0.73616 0.051
H 1.88102 5.13087 -0.77608 0.028
H -0.17571 4.21221 0.69332 0.055
H 0.81596 4.54625 2.10520 0.035
Br -1.19852 -1.82871 -4.29581 0.739
C 0.26936 -1.43626 -5.50868 -0.642
C 1.21701 -0.39348 -4.96787 -0.581
Br 1.84933 -0.81459 -3.09560 0.590
H -0.25945 -1.09810 -6.39980 0.058
H 0.75244 -2.39217 -5.71110 0.058
H 0.80697 0.61550 -4.92395 0.034
H 2.15583 -0.51096 -5.50909 0.053
C -2.51713 1.52727 1.50270 -0.101
O -2.81319 0.90631 0.24788 -0.145
H -1.52110 1.94458 1.35476 0.052
H -3.23275 2.34904 1.47650 0.087
H -2.68468 0.89451 2.37427 0.082
H -2.32625 0.07903 0.23767 0.014
C -1.81851 -3.45508 2.62465 -0.129
O -2.60378 -2.25655 2.73178 -0.136
H -1.66683 -3.74909 1.58607 0.066
H -0.82641 -3.25154 3.02764 0.062
H -2.35160 -4.17707 3.24324 0.082
H -2.52797 -1.82886 1.87567 0.039
C -2.20508 0.70261 -2.99354 -0.280
O -2.49200 1.86415 -2.28300 -0.128
H -2.72748 -0.18261 -2.63077 0.053
H -2.57238 0.86016 -4.00762 0.071
H -1.12017 0.60615 -2.95161 0.014
H -2.58205 1.60783 -1.36224 0.023
C 0.00427 -0.54405 0.10748 -0.171
O -1.24453 -1.20589 -0.08160 -0.153
H -0.08327 0.17426 0.92263 -0.032
H 0.81491 -1.21959 0.38061 0.069
H 0.20097 -0.01562 -0.82535 0.031
H -1.00156 -2.04314 -0.48357 0.032
C -1.85090 -4.45817 -1.53525 -0.134
O -0.73113 -3.64389 -1.19387 -0.159
H -1.80009 -5.51728 -1.28264 0.085
H -2.76292 -4.00139 -1.15097 0.090
H -1.98964 -4.37692 -2.61333 0.050
H 0.05070 -3.99414 -1.62710 0.095
C 0.44474 2.88646 -3.29857 -0.154
O 1.01096 4.11358 -2.89210 -0.124
H 0.67204 2.11508 -2.56277 0.059
H -0.63462 3.03620 -3.32407 0.076
H 0.89920 2.61338 -4.25093 0.069
H 0.91350 4.74532 -3.60835 0.080